Density functional theory data (ωB97M-V/def2-TZVPD) for a gas-phase ion, C5H10NO2 (charge -1) in a non-equilibrium geometry.

Geometry as XYZ:
```
18
Properties=species:S:1:pos:R:3:forces:R:3
C 2.0467 0.8139 0.1335 0.6 0.5 -0.2
N 0.9069 1.0650 -0.7380 0.2 -0.4 -0.3
C -0.0586 -0.0440 -0.6604 -1.2 0.8 0.5
C -0.9686 0.0805 -1.8632 0.4 -0.4 -0.2
O -0.9493 -0.6184 -2.8464 -0.1 0.0 0.0
C -0.9453 0.0228 0.6048 0.2 -1.0 -0.2
C -1.0131 -1.3845 1.2833 1.2 0.3 -0.3
O 0.1782 -1.7584 1.7901 0.0 0.2 0.1
H 1.8072 0.4356 1.1323 -0.2 -0.2 -0.1
H 2.6217 1.7418 0.2248 -0.1 0.0 0.1
H 2.7262 0.1187 -0.3610 -0.1 -0.3 0.1
H 0.4502 1.9244 -0.4615 -0.1 -0.1 0.1
H 0.4456 -1.0060 -0.6362 0.3 0.0 -0.2
H -1.7205 0.8955 -1.7905 0.1 0.1 0.0
H -0.4558 0.6790 1.3046 0.1 0.4 0.5
H -1.9617 0.3803 0.4098 -0.1 0.2 -0.2
H -1.8170 -1.2854 2.0453 -0.4 -0.4 -0.1
H -1.2928 -2.0610 0.4287 -0.8 -0.1 0.3
```
Positions in Å, forces in eV/Å.

Computed properties:
Strongest force on any atom, eV/A: 1.5
HOMO, eV: -2.5580
Structure (SMILES): CN[C@H](C=O)CC[O-]
Energy, eV: -10931.17437
Spin multiplicity: 1
Charge: -1

***

Density functional theory data (ωB97M-V/def2-TZVPD) for 2 unconnected molecules or ions with the total composition C6H12N in a non-equilibrium geometry.

Geometry as XYZ:
```
19
Properties=species:S:1:pos:R:3:forces:R:3
C 2.1099 0.0303 -0.1392 -1.2 -1.1 0.7
C 3.5427 0.1833 0.0589 -0.9 -0.6 -2.7
C -1.2953 0.5835 1.2678 3.1 1.8 3.4
C -1.3868 -1.4721 -0.0961 0.5 -2.7 -0.5
C -1.4102 0.7772 -1.2524 4.4 1.3 0.2
C -1.0825 -0.0184 -0.0294 -0.2 -1.5 -0.8
N 0.9734 -0.1652 -0.1221 0.2 0.7 -0.3
H 4.0874 -0.3336 -0.7553 -0.2 -0.1 0.7
H 3.6668 1.1983 -0.1593 0.8 1.8 0.1
H 3.8044 -0.0837 1.0326 0.6 -0.5 1.4
H -1.1135 1.7178 1.4347 -0.4 -1.9 -0.9
H -2.3088 0.3622 1.4659 -1.4 -0.2 0.5
H -0.6765 0.0924 2.1524 -1.4 0.6 -2.0
H -2.4331 -1.8285 -0.1071 -0.2 1.4 0.4
H -1.1505 -1.8556 -1.1287 0.6 0.2 1.2
H -0.9889 -2.1344 0.7571 0.0 1.3 -1.5
H -2.4628 0.7787 -1.1801 -1.5 0.4 -0.6
H -0.9340 1.8211 -0.9632 -1.4 -1.8 -1.3
H -0.9417 0.3468 -2.2362 -1.3 0.8 2.0
```
Positions in Å, forces in eV/Å.

Computed properties:
Strongest force on any atom, eV/A: 4.9
HOMO, eV: -16.4839
Energy, eV: -7897.76307
Spin multiplicity: 1
Charge: +1

***

How do the records compare in gap between HOMO and LUMO? In the order shown, they have 6.408, 12.208 eV.
How do the records compare in ΔE to the lowest compared entry with this formula, charge and spin? In the order shown, they have 3.090, 2.298 eV.